(1)
A structure of composition C35H29BrN8OSeTl in a non-equilibrium geometry. Source: OMol25; level of theory: the ωB97M-V functional and the def2-TZVPD basis.

As for the total energy: -7012.43413 Eh. Its energy above the lowest of the compared OMol25 structures with the same formula, charge and spin is 0.0 kJ/mol. The HOMO energy comes out at -0.1701 Eh. The calculation puts the orbital gap at 6.90 eV. Its spin multiplicity is 1. As for the total charge: -1.

Each line ends with the Löwdin charge.
Element x y z (Å)
Tl 1.489 -0.402 0.705  0.927
C 0.398 -2.634 3.741  -0.179
C 1.774 -2.541 4.363  -0.135
C 2.815 -2.005 3.429  -0.327
C 3.210 -2.767 2.321  -0.071
C 4.188 -2.278 1.489  -0.107
C 4.790 -1.092 1.820  -0.093
C 4.327 -0.390 2.923  -0.171
N 3.378 -0.832 3.729  0.103
N -0.205 -1.357 3.319  -0.165
C -1.584 -1.591 2.870  -0.132
C -1.635 -2.300 1.542  -0.284
C -1.741 -3.687 1.416  -0.027
C -1.805 -4.221 0.142  -0.097
C -1.762 -3.360 -0.923  -0.073
C -1.671 -1.995 -0.708  -0.152
N -1.617 -1.479 0.498  0.085
C -0.081 -0.286 4.264  -0.160
C -0.522 1.057 3.701  -0.269
C -1.639 1.721 4.179  -0.033
C -1.921 2.986 3.673  -0.068
C -1.133 3.501 2.664  -0.066
C -0.076 2.730 2.197  -0.137
N 0.277 1.571 2.750  0.094
H -0.260 -3.117 4.510  0.130
H 0.426 -3.321 2.906  0.102
H 2.037 -3.544 4.672  0.119
H 1.825 -1.939 5.288  0.115
H 2.727 -3.713 2.149  0.070
H 4.496 -2.870 0.633  0.121
H 5.597 -0.679 1.243  0.102
H 4.781 0.567 3.235  0.113
H -2.092 -0.612 2.740  0.123
H -2.107 -2.176 3.656  0.124
H -1.715 -4.342 2.284  0.114
H -1.885 -5.270 -0.042  0.091
H -1.767 -3.715 -1.945  0.109
H -1.664 -1.276 -1.542  0.111
H 0.958 -0.183 4.531  0.099
H -0.622 -0.461 5.221  0.130
H -2.207 1.246 4.966  0.109
H -2.727 3.589 4.081  0.104
H -1.247 4.478 2.259  0.093
H 0.579 3.082 1.401  0.114
Br -4.255 -1.087 -5.469  0.680
C -3.045 0.404 -5.503  -0.672
C -1.672 0.256 -5.380  -0.106
C -0.821 1.343 -5.329  -0.021
C -1.362 2.608 -5.440  -0.300
C -2.736 2.757 -5.612  -0.057
C -3.581 1.678 -5.633  -0.142
N -0.583 3.806 -5.650  0.046
N 0.462 4.052 -5.027  0.047
C 0.888 3.292 -3.925  -0.288
C 2.270 3.166 -3.853  -0.048
C 2.905 2.346 -2.936  -0.018
C 2.175 1.645 -1.931  -0.389
O 2.702 0.961 -1.007  -0.228
C 0.727 1.900 -1.924  -0.152
N 0.050 1.252 -0.955  0.052
C -1.246 1.486 -0.833  -0.162
C -1.944 2.418 -1.604  -0.045
C -1.287 3.017 -2.642  -0.012
C 0.105 2.760 -2.864  -0.107
H -1.286 -0.750 -5.357  0.103
H 0.236 1.215 -5.223  0.121
H -3.112 3.759 -5.797  0.114
H -4.652 1.832 -5.711  0.098
H 2.822 3.739 -4.595  0.108
H 3.987 2.321 -2.941  0.099
H -1.740 0.962 -0.015  0.091
H -2.974 2.660 -1.446  0.098
H -1.818 3.751 -3.260  0.114
Se 1.388 -5.984 0.529  0.321
C 1.478 -4.362 -0.287  -1.001
N 1.528 -3.295 -0.734  0.000

***

(2)
A structure of composition C23H41F5OP2ReTe in a non-equilibrium geometry. Source: OMol25; level of theory: the ωB97M-V functional and the def2-TZVPD basis.

As for the total energy: -2503.67599 Eh. Its energy above the lowest of the compared OMol25 structures with the same formula, charge and spin is 311.3 kJ/mol. The HOMO energy (spin up / spin down) comes out at -0.5120 / -0.5121 Eh. The calculation puts the orbital gap (spin up / spin down) at 5.78 / 4.31 eV. Its spin multiplicity is 4. As for the total charge: +2.

Each line ends with the Löwdin charge.
Element x y z (Å)
Re 0.561 -1.376 1.981  1.541
C -1.291 -1.375 3.043  -0.329
C -1.088 -2.664 2.422  -0.327
C 0.745 -2.262 3.824  -0.331
C -0.168 -1.145 3.920  -0.332
C 0.172 -3.202 2.908  -0.323
C -2.436 -0.434 2.906  -0.015
H -2.966 -0.598 1.955  0.071
H -2.065 0.601 2.985  0.082
H -3.179 -0.562 3.721  0.121
C -0.139 -0.129 4.989  0.005
H -0.876 0.648 4.805  0.088
H 0.869 0.306 5.082  0.071
H -0.407 -0.623 5.944  0.128
C 1.962 -2.463 4.667  0.021
H 1.655 -3.116 5.498  0.121
H 2.333 -1.511 5.060  0.094
H 2.802 -2.930 4.125  0.107
C 0.834 -4.479 2.462  0.004
H 0.081 -5.240 2.261  0.094
H 1.495 -4.835 3.258  0.098
H 1.446 -4.367 1.552  0.096
C -2.001 -3.323 1.439  -0.007
H -2.467 -4.205 1.899  0.114
H -1.430 -3.653 0.562  0.089
H -2.789 -2.625 1.135  0.078
C -0.942 2.900 -0.151  0.092
C -2.091 2.225 -0.287  0.078
C -2.468 1.092 -1.197  -0.185
C -1.494 -0.096 -1.357  -0.196
C 0.034 0.065 -1.569  -0.450
C 1.086 1.076 -1.374  -0.210
C 1.229 2.556 -1.512  -0.160
C -0.016 3.410 -1.222  -0.136
H -2.766 1.478 -2.194  0.088
H -1.836 -0.744 -2.177  0.109
H -3.399 0.635 -0.812  0.139
H -0.571 3.562 -2.166  0.059
H -0.543 3.031 0.884  0.150
H -2.925 2.509 0.362  0.162
H 0.358 4.386 -0.881  0.151
H 1.973 2.852 -0.744  0.108
H 1.812 0.694 -0.623  0.103
H 1.698 2.823 -2.481  0.137
H -1.622 -0.716 -0.455  0.095
H 0.372 -0.846 -1.028  0.082
P -0.963 1.481 -3.511  0.879
C -1.043 3.110 -4.367  -0.230
C -2.189 0.581 -4.558  -0.225
P 1.209 -0.431 -2.871  0.874
C 0.569 0.708 -4.162  -0.383
C 0.756 -2.135 -3.293  -0.144
C 2.994 -0.342 -3.025  -0.121
H -0.056 3.593 -4.372  0.060
H -1.777 3.762 -3.868  0.061
H -1.381 2.929 -5.395  0.054
H -1.963 0.882 -5.589  0.056
H -3.208 0.897 -4.307  0.062
H -2.090 -0.504 -4.452  0.050
H 3.227 0.118 -3.998  0.088
H 3.393 -1.363 -3.013  0.071
H 3.439 0.251 -2.220  0.078
H 1.305 1.498 -4.388  0.076
H 0.339 0.146 -5.081  0.078
H 1.633 -2.779 -3.142  0.065
H 0.467 -2.229 -4.351  0.077
H -0.062 -2.553 -2.690  0.063
F 2.587 1.252 4.420  -0.545
Te 2.485 2.291 2.716  1.916
F 2.154 3.583 1.245  -0.548
F 4.221 3.160 3.077  -0.524
F 0.523 1.839 2.574  -0.575
F 1.812 3.660 3.819  -0.415
O 2.076 -0.732 1.385  -0.470